No. 1
# C5H11N3O

The ion C5H11N3O with charge +2 in a non-equilibrium geometry (ωB97M-V/def2-TZVPD, OMol25).

```
20
C5H11N3O (ωB97M-V/def2-TZVPD)
C -0.09214 -2.94972 1.12385
N 0.18159 -1.76191 0.96714
C 0.32737 -0.50951 1.06511
N 0.44568 0.14864 2.19635
C 0.04475 0.34241 -0.20442
O 0.08734 1.61534 0.16735
C -0.55687 2.71462 -0.59281
C -0.61196 -0.32214 -1.40063
N 0.92788 -0.26434 -1.49631
H -1.18102 -3.11392 1.38604
H 0.50543 -3.85762 1.01781
H 0.54727 1.14492 1.96918
H 0.47996 -0.23132 3.10722
H 0.01214 2.89148 -1.49992
H -0.51200 3.58299 0.04107
H -1.67182 2.44699 -0.63999
H -1.04570 -1.38057 -1.51860
H -0.93838 0.31886 -2.22845
H 1.60903 -1.07800 -1.23158
H 1.44147 0.26281 -2.22842
```

Properties
frontier orbital gap = 10.55 eV
net charge = +2
relative energy (zero: lowest compared OMol25 entry of this formula, charge and spin) = 266.4 kJ/mol
SMILES = C=NC(=[NH2+])[C@]1(OC)C[NH2+]1
HOMO level = -18.8 eV


No. 2
# C31H45N2O5RuS6

A structure of composition C31H45N2O5RuS6 in a non-equilibrium geometry (ωB97M-V/def2-TZVPD, OMol25).

```
90
C31H45N2O5RuS6 (ωB97M-V/def2-TZVPD)
Ru 0.31802 -0.15085 -0.10739
C -1.21003 -2.57112 -2.31020
C -1.32600 -3.08047 -0.88997
S -2.06350 -1.77276 0.16825
C -1.56357 -2.36437 1.82544
C -1.68202 -1.27722 2.87133
S -0.50065 0.10301 2.60515
C -1.61885 1.57648 2.73836
C -1.33273 2.54779 1.60876
S -1.98403 1.77508 0.07780
C -1.49981 2.91431 -1.27234
C -1.37538 2.08113 -2.55122
S -0.10866 -1.12862 -2.43743
H -2.18475 -2.27045 -2.70000
H -0.78295 -3.34037 -2.95136
H -0.33844 -3.31273 -0.48584
H -1.97342 -3.95861 -0.83181
H -0.52788 -2.69962 1.75820
H -2.20744 -3.20779 2.08190
H -1.42279 -1.69720 3.84334
H -2.68611 -0.85991 2.89907
H -1.41629 2.03552 3.70486
H -2.65608 1.24646 2.70142
H -0.26029 2.71962 1.48950
H -1.85327 3.49211 1.76850
H -0.55073 3.36513 -0.98398
H -2.26213 3.69020 -1.34794
H -0.02106 1.72843 -4.14203
H -1.13667 1.05232 -2.24081
C -4.18093 -6.34097 0.90882
C -2.85807 -6.19213 1.59554
C -1.68947 -6.67410 1.01162
C -0.46894 -6.52859 1.64956
C -0.41747 -5.90194 2.87753
C -1.56250 -5.40833 3.47246
C -2.77995 -5.55333 2.83000
S 1.14901 -5.67633 3.70978
O 0.88200 -5.48314 5.10990
O 2.07019 -6.69975 3.31641
N 1.60994 -4.26052 2.97190
C 3.01764 -3.95376 2.79116
C 3.22827 -3.07049 1.55200
C 2.01438 -2.17454 1.25622
O 1.37985 -1.64905 2.18432
O 1.70031 -2.06383 0.04458
H -4.15169 -7.14493 0.17833
H -4.44213 -5.41707 0.39103
H -4.96677 -6.54910 1.63154
H -1.74157 -7.17829 0.05736
H 0.44499 -6.91035 1.22260
H -1.48092 -4.93525 4.43800
H -3.68206 -5.17908 3.29371
H 1.10970 -3.46012 3.33400
H 3.52540 -4.91261 2.66544
H 3.42125 -3.45709 3.68228
H 3.40855 -3.67034 0.65983
H 4.08977 -2.41863 1.71006
C 3.04995 3.90426 -0.43333
C 3.38616 3.40781 -1.84449
C 4.06788 2.04270 -1.78816
C 2.13775 3.42086 -2.69590
C 1.93119 4.44204 -3.56466
C 0.71133 4.64123 -4.27947
C -0.30610 3.78210 -4.14674
C -0.15005 2.51957 -3.38755
C -2.68037 1.99281 -3.35645
C -2.50353 0.98798 -4.49659
C -3.84754 1.54953 -2.47724
C 1.11378 2.39451 -2.53981
O 1.24332 1.43281 -1.79067
H 3.94246 3.87398 0.18762
H 2.30106 3.26475 0.02591
H 2.67644 4.92668 -0.45893
H 4.08756 4.12362 -2.29238
H 3.42629 1.30935 -1.30818
H 4.98894 2.11790 -1.21521
H 4.30525 1.69030 -2.78992
H 2.70728 5.18512 -3.69391
H 0.61837 5.52908 -4.88593
H -1.24571 3.94609 -4.65347
H -2.92585 2.98160 -3.75922
H -1.93940 0.12633 -4.14661
H -1.98506 1.42780 -5.34295
H -3.47145 0.63676 -4.84575
H -3.62493 0.60175 -1.99672
H -4.74277 1.42952 -3.08433
H -4.07166 2.27794 -1.70447
S 4.03668 0.79296 2.30815
C 2.69355 0.94893 1.47672
N 1.72227 1.14586 0.84239
```

Properties
frontier orbital gap (spin up / spin down) = 6.02 / 6.87 eV
relative energy (zero: lowest compared OMol25 entry of this formula, charge and spin) = 0.0 kJ/mol
spin multiplicity = 2
HOMO level (spin up / spin down) = -7.9 / -8.0 eV


No. 3
# C6H10F2Na4O8P

A structure of composition C6H10F2Na4O8P in a non-equilibrium geometry (ωB97M-V/def2-TZVPD, OMol25).

```
31
C6H10F2Na4O8P (ωB97M-V/def2-TZVPD)
Na 1.16760 -2.49371 -1.04771
Na -1.54086 -0.07392 4.43383
Na 1.37626 3.51191 2.43161
Na -3.56543 1.72837 -0.39089
O -1.00962 0.35942 2.07783
P -0.28486 0.44990 0.79342
O 0.48566 -0.64263 0.19042
F 0.75365 1.70885 1.02729
F -1.24493 1.13147 -0.29337
C 0.28392 2.95487 -4.40075
C -0.34774 1.98198 -3.36751
O -1.45951 2.73913 -2.89866
C -1.68569 3.80389 -3.73715
O -2.55660 4.58487 -3.54726
O -0.77975 3.84614 -4.68683
H 0.52270 2.38406 -5.29512
H 1.17335 3.43600 -4.00248
H 0.38791 1.74070 -2.60057
H -0.67205 1.05923 -3.85109
C -1.47118 -3.60965 2.77980
O -0.30969 -2.86848 3.17161
C 0.75028 -2.92593 2.40741
O 0.82625 -3.52118 1.35003
O 1.76441 -2.29443 3.00294
C 2.94505 -1.95717 2.27255
H -1.22849 -4.66852 2.68944
H -1.71001 -3.29353 1.75817
H -2.31007 -3.44497 3.44353
H 3.74366 -1.85303 2.99839
H 2.78605 -1.03280 1.72721
H 3.20973 -2.74085 1.56390
```

Properties
frontier orbital gap = 8.05 eV
net charge = +3
relative energy (zero: lowest compared OMol25 entry of this formula, charge and spin) = 62.9 kJ/mol
HOMO level = -17.7 eV


No. 4
# C2H10N2

A cluster of 2 separate species, C2H10N2 in total in a non-equilibrium geometry (ωB97M-V/def2-TZVPD, OMol25).

```
14
C2H10N2 (ωB97M-V/def2-TZVPD)
C 1.42115 -0.52934 0.38594
N 1.81134 0.38680 -0.68563
H 2.43695 -0.95976 0.85758
H 0.81147 -0.20951 1.27222
H 0.77621 -1.42303 0.04666
H 1.08813 1.35656 -0.39473
H 2.79618 0.68878 -0.32196
C -1.79923 0.53268 0.20904
N -1.49525 -0.71349 -0.46673
H -1.25821 0.54538 1.18789
H -1.25658 1.30286 -0.33174
H -2.88227 0.63024 0.33847
H -2.01488 -0.97674 -1.32019
H -0.43501 -0.63141 -0.77682
```

Properties
frontier orbital gap = 9.80 eV
relative energy (zero: lowest compared OMol25 entry of this formula, charge and spin) = 238.6 kJ/mol
SMILES = CN.CN
HOMO level = -8.9 eV


No. 5
# C19H21BCaNO

A structure of composition C19H21BCaNO in a non-equilibrium geometry (ωB97M-V/def2-TZVPD, OMol25).

```
44
C19H21BCaNO (ωB97M-V/def2-TZVPD)
C 0.78274 -2.55518 1.68468
C -0.64030 -2.39688 1.62922
C -1.03830 -2.56425 0.26825
H -1.30780 -2.28333 2.48343
C 0.12752 -2.82139 -0.50756
C 1.25447 -2.80829 0.36240
H 2.28336 -3.04204 0.08778
H 1.38697 -2.56399 2.59263
H -2.07172 -2.60299 -0.08539
H 0.14645 -3.10008 -1.55972
C -1.17259 2.27127 -0.26633
C -1.28364 2.38524 1.14850
C -0.00598 2.78172 1.65839
H -2.19547 2.28655 1.73592
C 0.88725 2.91292 0.55584
C 0.16888 2.58795 -0.63143
H 0.54233 2.67858 -1.65469
H -1.99642 2.09958 -0.95701
H 0.22381 3.00948 2.69526
H 1.90618 3.28376 0.60810
Ca 0.34328 0.11323 0.98142
O 0.02810 -0.24418 -2.60018
C -1.39996 -0.59150 -2.87500
C -0.23215 -0.98904 -3.74060
H -1.76632 -1.34910 -2.17471
H -2.06401 0.18820 -3.25942
H -0.04973 -2.07548 -3.70968
H 1.04479 -1.96640 -5.85182
C 0.81399 -0.90435 -5.99333
C 0.09108 -0.26994 -4.96450
C -0.23981 1.09542 -5.05468
H -0.79092 1.59241 -4.25423
C 0.07389 1.79150 -6.22265
H -0.22203 2.83107 -6.28994
C 0.74778 1.15118 -7.26755
H 1.00409 1.71314 -8.16381
C 1.11974 -0.19164 -7.15171
H 1.64669 -0.70303 -7.96105
B 0.10653 -0.20025 5.48246
C 0.64008 0.01052 4.08443
N 1.09142 0.17003 3.00950
H 1.04417 -0.66156 6.08264
H -0.82698 -0.96477 5.42759
H -0.20356 0.89421 5.88696
```

Properties
frontier orbital gap = 7.16 eV
net charge = -1
HOMO level = -4.6 eV


No. 6
# C4H7NO2

A structure of composition C4H7NO2 (ωB97M-V/def2-TZVPD, OMol25).

```
14
C4H7NO2 (ωB97M-V/def2-TZVPD)
O -1.16043 -0.52263 1.53188
C -1.21506 0.13164 0.31775
C -0.61044 1.36074 0.18218
O 1.51499 0.99262 -0.40470
C 1.81295 -0.14335 0.00756
N 1.02431 -1.23202 -0.12664
C -0.06475 -0.97985 -0.86406
H -0.34178 -1.05020 1.53412
H -2.10643 -0.07745 -0.27597
H -0.77804 1.96172 -0.70465
H -0.09420 1.82694 1.01175
H 2.73144 -0.29258 0.59324
H -0.00203 -0.30617 -1.72138
H -0.76498 -1.80902 -0.96400
```

Properties
frontier orbital gap = 9.07 eV
relative energy (zero: lowest compared OMol25 entry of this formula, charge and spin) = 359.6 kJ/mol
HOMO level = -9.4 eV